The following is a quantum chemistry calculation of a 3-piece molecular cluster, C28H42FN3O5PS overall at a distorted geometry, from the OMol25 dataset.

Values from the calculation:
E_tot = -2471.4386 Ha
HOMO = -11.274 eV
total charge = +1

Last column: Löwdin charge in e.
Positions of all 81 atoms, in Å:
C  -4.73  3.68  0.34  -0.142
O  -5.12  2.74  -0.64  -0.237
C  -4.06  1.76  -0.86  -0.219
C  -4.67  0.32  -0.73  -0.159
C  -3.55  -0.81  -0.54  -0.196
C  -3.99  -1.67  0.70  -0.214
C  -3.14  -2.97  0.96  -0.199
C  -1.63  -2.87  0.54  -0.228
C  -0.83  -1.67  1.18  -0.214
C  -0.07  -2.03  2.51  -0.175
C  1.19  -2.95  2.34  -0.175
C  2.16  -2.56  1.16  -0.470
P  1.65  -3.78  -0.24  0.993
C  1.47  -2.83  -1.86  -0.259
C  2.93  -5.16  -0.39  -0.276
N  2.33  -1.15  0.79  0.112
C  3.52  -0.88  0.31  -0.483
S  3.99  0.78  -0.30  0.874
C  4.40  -2.20  0.36  -0.031
C  3.66  -2.88  1.57  -0.255
F  4.01  -2.14  2.72  -0.019
H  -4.71  3.25  1.38  0.095
H  -5.47  4.53  0.38  0.097
H  -3.71  4.14  0.15  0.093
H  -3.29  1.94  -0.06  0.111
H  -3.65  1.98  -1.87  0.127
H  -5.31  0.33  0.20  0.114
H  -5.36  0.10  -1.58  0.119
H  -2.59  -0.25  -0.35  0.091
H  -3.50  -1.39  -1.49  0.117
H  -5.09  -1.88  0.68  0.120
H  -3.85  -1.01  1.61  0.114
H  -3.23  -3.37  2.01  0.112
H  -3.59  -3.77  0.31  0.115
H  -1.10  -3.85  0.70  0.082
H  -1.61  -2.71  -0.58  0.094
H  -1.55  -0.84  1.44  0.104
H  -0.18  -1.24  0.37  0.085
H  -0.80  -2.60  3.15  0.125
H  0.18  -1.11  3.11  0.117
H  1.77  -2.87  3.31  0.122
H  0.85  -4.01  2.29  0.110
H  1.68  -1.74  -1.69  0.029
H  0.39  -2.91  -2.15  0.038
H  2.12  -3.23  -2.66  0.050
H  3.04  -5.60  0.64  0.048
H  3.93  -4.85  -0.77  0.036
H  2.48  -5.94  -1.05  0.056
H  1.67  -0.37  0.80  0.162
H  4.88  1.39  0.55  -0.121
H  4.54  -2.76  -0.58  0.129
H  5.37  -1.82  0.80  0.133
H  3.91  -3.92  1.86  0.160
C  -4.59  5.42  -4.38  -0.072
C  -5.26  4.42  -3.68  -0.063
C  -6.21  3.64  -4.32  0.005
C  -6.49  3.87  -5.66  -0.145
C  -5.84  4.87  -6.37  -0.001
C  -4.89  5.65  -5.72  -0.067
N  -7.48  3.03  -6.34  -0.358
O  -8.04  2.18  -5.69  0.078
O  -7.67  3.23  -7.52  0.082
H  -3.85  6.02  -3.88  0.105
H  -5.03  4.25  -2.63  0.088
H  -6.73  2.87  -3.76  0.120
H  -6.05  5.05  -7.41  0.120
H  -4.37  6.43  -6.27  0.108
C  5.97  0.60  2.72  -0.098
C  6.59  1.84  2.55  -0.071
C  7.70  2.17  3.33  0.013
C  8.17  1.26  4.26  -0.132
C  7.55  0.03  4.44  0.016
C  6.45  -0.30  3.66  -0.057
N  9.35  1.60  5.06  -0.353
O  9.85  2.69  4.89  0.095
O  9.75  0.76  5.84  0.095
H  5.10  0.36  2.09  0.037
H  6.22  2.54  1.81  0.099
H  8.17  3.13  3.19  0.126
H  7.92  -0.68  5.17  0.126
H  5.96  -1.25  3.79  0.093